One molecule with the formula C15H22N2O5 at a distorted geometry, computed with ωB97M-V/def2-TZVPD.

- SMILES string: O=[N+]([O-])c1ccc(CN2CCOCCOCCOCC2)cc1
- Orbital gap: 0.30115 Ha
- E: -29125.417 eV
- E_LUMO: -0.0135 Eh
- 2S+1: 1
- Energy relative to the best compared isomer or geometry (same formula, charge and spin): 131.0 kcal per mole
- E_HOMO: -8.6 eV

```
44
Properties=species:S:1:pos:R:3:forces:R:3:lowdin_charge:R:1
O 7.50092 0.03601 -0.31525 0.215 0.077 -0.118 0.08
N 6.64647 -0.49026 0.36755 0.585 -0.216 0.043 -0.37
O 6.85303 -1.39412 1.15077 0.093 -0.182 0.150 0.08
C 5.29705 -0.01083 0.23917 -1.278 0.472 -0.139 -0.16
C 5.01681 1.01306 -0.65806 0.343 -0.180 0.112 0.01
C 3.71834 1.46508 -0.78068 -0.155 -0.118 0.164 -0.02
C 2.69861 0.90953 -0.01346 0.213 -0.014 -0.040 -0.20
C 2.99849 -0.11289 0.88399 0.020 0.160 -0.128 -0.01
C 4.28984 -0.57832 1.01304 0.383 -0.028 -0.038 0.02
H 4.53933 -1.37054 1.70218 -0.003 -0.019 0.020 0.12
H 2.19678 -0.53610 1.46770 -0.065 -0.076 0.059 0.12
C 1.28590 1.41770 -0.12292 -0.139 -0.046 0.057 -0.16
N 0.32677 0.34976 0.09440 0.087 0.202 -0.128 -0.17
C -0.94915 0.79672 0.62217 -0.387 0.146 0.034 -0.15
H -1.54056 -0.07858 0.88676 0.038 0.133 0.060 0.10
H -0.75072 1.35656 1.54069 -0.041 -0.002 -0.003 0.13
C -1.78494 1.68690 -0.31744 0.336 -0.113 0.000 -0.18
H -1.20366 2.56908 -0.60878 -0.003 -0.134 -0.063 0.12
H -2.05232 1.12151 -1.21860 0.010 0.082 0.012 0.12
O -2.94902 2.20092 0.29907 0.120 -0.040 0.237 -0.13
C -4.13147 1.45565 0.15161 -0.216 -0.319 0.238 -0.19
H -4.16517 0.99432 -0.84483 -0.047 0.071 0.035 0.12
H -4.94298 2.18765 0.22372 -0.013 -0.138 -0.045 0.13
C -4.37774 0.38857 1.23589 -0.038 0.379 -0.212 -0.17
H -5.45146 0.15241 1.25330 0.027 0.046 0.028 0.13
H -4.08687 0.80211 2.20427 -0.144 0.055 -0.055 0.13
O -3.62381 -0.79414 1.10418 0.194 -0.158 -0.070 -0.16
C -4.01940 -1.67530 0.07471 0.302 -0.261 -0.093 -0.18
H -4.79819 -2.36087 0.44115 0.062 0.060 -0.080 0.13
C -2.78257 -2.46421 -0.35243 -0.426 0.117 0.122 -0.18
O -1.89748 -1.57316 -0.98988 -0.167 0.213 -0.009 -0.15
C -0.52404 -1.81251 -0.78046 0.371 0.021 -0.213 -0.19
C 0.26126 -0.53229 -1.06029 -0.201 -0.378 0.155 -0.15
H 1.29070 -0.80838 -1.30555 -0.078 -0.014 -0.081 0.12
H -0.18033 -0.04410 -1.94354 0.085 -0.036 -0.038 0.13
H -0.33758 -2.13047 0.25387 -0.016 0.019 -0.047 0.13
H -0.17785 -2.61022 -1.45571 -0.020 0.068 0.102 0.13
H -2.31853 -2.89594 0.54277 -0.024 -0.005 -0.047 0.13
H -3.06994 -3.27935 -1.03236 0.024 0.049 0.103 0.13
H -4.40819 -1.13153 -0.79214 -0.012 -0.032 0.010 0.12
H 1.13926 2.16932 0.65951 -0.059 0.029 -0.077 0.14
H 1.15373 1.92030 -1.09603 0.034 0.032 0.093 0.13
H 3.49208 2.25760 -1.47848 -0.027 0.071 -0.093 0.12
H 5.81859 1.43341 -1.24559 0.015 0.007 -0.017 0.12
```
Forces are in eV/Å.